No. 1
Below is a structure of composition C8H14OS2, with properties calculated with the ωB97M-V functional and the def2-TZVPD basis.

Properties
- Total charge: 0
- Orbital gap: 7.75 eV
- E_HOMO: -8.22 eV
- LUMO level: -0.47 eV

```
25
Properties=species:S:1:pos:R:3:mulliken_charge:R:1
C -0.782 -1.556 0.751 -0.15
C -0.885 -1.367 2.255 0.14
C 0.439 -0.981 2.952 -0.75
C 0.116 0.512 3.135 -0.45
C 2.376 0.610 -2.695 -1.53
C 0.865 0.707 -2.876 0.74
C 0.329 -0.402 -3.779 -0.10
C 0.051 0.783 -1.611 -0.55
H -0.275 -0.706 0.283 -0.73
H -0.212 -2.466 0.524 0.35
H -1.773 -1.650 0.296 0.40
H -1.391 -2.221 2.711 0.44
H 0.534 -1.492 3.919 0.28
H 1.335 -1.194 2.355 0.26
H 0.591 1.160 2.397 0.11
H 0.295 0.913 4.143 0.35
H 2.644 -0.287 -2.127 0.37
H 2.876 0.571 -3.669 0.43
H 2.758 1.473 -2.146 0.38
H 0.634 1.634 -3.431 0.18
H 1.053 -0.768 -4.537 0.32
H -1.012 0.588 -1.770 0.40
O -0.788 -0.851 -3.721 -0.46
S -1.654 0.230 2.759 -0.17
S 0.603 1.108 -0.132 -0.27
```


No. 2
Below is a structure of composition C43H45BF4N3O3SSbSiTl, with properties calculated with the ωB97M-V functional and the def2-TZVPD basis.

Properties
- Total charge: -1
- Orbital gap: 6.14 eV
- E_HOMO: -3.93 eV
- LUMO level: 2.22 eV

```
103
Properties=species:S:1:pos:R:3:mulliken_charge:R:1
Tl -1.038 -2.090 0.478 0.95
C -4.397 -4.139 3.385 -0.71
C -3.725 -3.785 2.207 -0.43
N -2.418 -3.795 2.094 -0.37
C -1.652 -4.131 3.155 0.42
C -2.240 -4.447 4.414 1.80
C -3.650 -4.459 4.483 -0.77
C -1.423 -4.702 5.531 -1.06
C -0.062 -4.576 5.396 -1.11
C 0.535 -4.290 4.168 -0.26
C -0.209 -4.140 2.989 -0.30
N 0.296 -3.902 1.757 -0.26
C 1.574 -4.200 1.399 0.16
C 2.374 -5.191 1.974 -0.75
C 3.699 -5.401 1.581 -0.67
C 4.292 -4.653 0.598 -1.09
C 3.514 -3.694 -0.082 1.42
C 4.035 -2.880 -1.111 -0.93
C 3.223 -2.000 -1.770 -0.58
C 1.868 -1.963 -1.414 -0.33
N 1.361 -2.682 -0.444 -0.28
C 2.149 -3.510 0.268 -0.27
H -5.478 -4.130 3.418 0.38
H -4.278 -3.484 1.322 0.52
H -4.120 -4.716 5.426 0.38
H -1.874 -4.958 6.482 0.37
H 0.573 -4.702 6.266 0.36
H 1.604 -4.145 4.126 0.65
H 1.963 -5.811 2.757 0.62
H 4.278 -6.159 2.098 0.37
H 5.333 -4.788 0.333 0.36
H 5.085 -2.967 -1.365 0.36
H 3.593 -1.335 -2.540 0.54
H 1.182 -1.312 -1.948 0.67
C -0.797 -0.684 4.203 -0.59
S -2.452 -0.146 3.977 1.31
O -3.373 -0.978 4.696 -0.66
O -2.526 1.270 4.222 -0.67
O -2.670 -0.398 2.421 -0.24
H -0.566 -0.603 5.261 0.51
H -0.160 -0.021 3.624 0.06
H -0.699 -1.710 3.853 0.04
C -2.763 1.937 0.847 -0.83
Si -3.815 0.584 1.617 0.39
C -4.616 -0.581 0.368 -0.98
C -5.197 1.193 2.740 -1.30
H -3.329 2.648 0.242 0.52
H -1.981 1.496 0.223 0.04
H -2.270 2.485 1.653 0.35
H -5.411 -1.167 0.831 0.24
H -3.888 -1.272 -0.060 0.15
H -5.053 -0.007 -0.452 0.45
H -6.110 1.414 2.182 0.39
H -4.895 2.081 3.290 0.33
H -5.415 0.421 3.481 0.37
F 3.081 -0.330 1.045 -0.45
B 1.897 -0.166 1.763 -0.01
F 0.804 0.050 0.835 0.61
F 1.616 -1.308 2.516 -0.13
F 1.967 0.968 2.586 -0.41
C 2.270 4.631 -3.534 -1.17
C 3.090 3.925 -2.486 1.17
C 4.389 4.384 -2.264 -0.72
C 5.227 3.796 -1.329 -0.62
C 4.777 2.711 -0.597 -0.78
C 3.487 2.242 -0.803 -0.95
C 2.629 2.837 -1.729 0.27
Sb 0.660 1.900 -1.707 0.62
C -0.481 3.646 -2.343 0.67
C -1.131 3.700 -3.571 -0.27
C -1.887 4.807 -3.933 -0.93
C -2.009 5.870 -3.053 -0.63
C -1.384 5.813 -1.815 -0.87
C -0.622 4.709 -1.443 0.78
C 0.057 4.691 -0.099 -1.43
C 0.807 1.046 -3.710 1.06
C 1.977 1.177 -4.450 -0.93
C 2.103 0.601 -5.707 -0.98
C 1.037 -0.103 -6.243 -0.71
C -0.121 -0.270 -5.498 -0.69
C -0.245 0.278 -4.224 0.64
C -1.490 0.020 -3.415 -1.19
H 2.924 5.210 -4.187 0.47
H 1.556 5.319 -3.080 0.19
H 1.704 3.926 -4.142 0.11
H 4.748 5.226 -2.846 0.37
H 6.225 4.191 -1.177 0.37
H 5.412 2.231 0.136 0.50
H 3.148 1.394 -0.219 0.35
H -1.023 2.880 -4.273 0.34
H -2.380 4.838 -4.897 0.42
H -2.588 6.744 -3.328 0.36
H -1.491 6.641 -1.124 0.37
H -0.258 5.540 0.507 0.45
H 1.143 4.732 -0.215 0.25
H -0.173 3.772 0.448 0.19
H 2.817 1.720 -4.031 0.45
H 3.024 0.707 -6.267 0.42
H 1.111 -0.541 -7.231 0.37
H -0.946 -0.838 -5.913 0.38
H -2.101 -0.752 -3.881 0.44
H -2.100 0.923 -3.315 0.24
H -1.234 -0.309 -2.404 -0.01
```


No. 3
Below is a cluster of 2 separate species, C12H17N in total, with properties calculated with the ωB97M-V functional and the def2-TZVPD basis.

Properties
- Expectation value of S²: 0.7703
- Total charge: -1
- Orbital gap (spin up / spin down): 2.84 / 6.46 eV
- E_HOMO (spin up / spin down): 0.69 / -2.96 eV
- Multiplicity: 2
- LUMO level (spin up / spin down): 3.53 / 3.50 eV

```
30
Properties=species:S:1:pos:R:3:lowdin_spin:R:1
C -2.586 -0.477 -0.031 0.00
C -1.207 -0.202 -0.525 0.04
C -0.305 -1.033 -1.142 0.20
C -0.673 1.126 -0.547 0.07
C 0.599 1.052 -1.161 0.02
C -1.145 2.370 -0.036 0.20
C 1.449 2.159 -1.213 0.17
C -0.293 3.482 -0.090 0.05
C 0.974 3.386 -0.639 0.13
N 0.865 -0.284 -1.433 0.03
H -3.318 -0.197 -0.800 0.01
H -2.876 0.107 0.834 0.00
H -0.332 -2.069 -1.446 0.04
H 1.388 -0.557 -2.210 0.01
H -2.094 2.424 0.483 0.02
H 2.402 2.207 -1.729 0.02
H -0.612 4.428 0.340 0.00
H 1.667 4.220 -0.697 0.01
H -2.708 -1.533 0.228 0.00
C 0.188 -3.020 1.621 0.00
C 0.586 -2.114 2.793 0.00
C 1.379 -3.746 1.019 0.00
H -0.600 -3.685 1.981 0.00
H -0.341 -2.397 0.901 0.00
H 1.412 -1.455 2.552 0.00
H 2.311 -3.194 1.157 0.00
H 1.479 -4.754 1.426 0.00
H 0.810 -2.741 3.656 0.00
H -0.248 -1.493 3.128 0.00
H 1.299 -3.836 -0.068 0.00
```


No. 4
Below is a structure of composition C36H32N9O7SSe2Ta, with properties calculated with the ωB97M-V functional and the def2-TZVPD basis.

Properties
- Total charge: +2
- Orbital gap: 6.01 eV
- E_HOMO: -12.87 eV
- LUMO level: -6.85 eV

```
88
Properties=species:S:1:pos:R:3:mulliken_charge:R:1
Ta -0.321 0.486 0.488 2.29
Se 0.606 1.886 3.386 0.27
Se -0.665 3.785 3.078 0.07
C -2.221 2.965 2.305 0.39
C -3.350 3.779 2.360 -0.94
C -4.553 3.304 1.885 -0.56
C -4.610 2.007 1.393 -1.27
C -3.454 1.267 1.375 0.01
N -2.255 1.726 1.798 0.46
C 2.155 2.157 2.250 0.36
C 3.167 3.005 2.651 -1.14
C 4.271 3.137 1.818 -0.55
C 4.321 2.408 0.644 -0.86
C 3.259 1.573 0.329 -0.45
N 2.192 1.455 1.118 0.63
H -3.268 4.772 2.784 0.43
H -5.437 3.929 1.907 0.46
H -5.534 1.580 1.028 0.53
H -3.463 0.258 0.989 0.43
H 3.084 3.557 3.578 0.58
H 5.079 3.807 2.086 0.48
H 5.161 2.486 -0.032 0.50
H 3.242 0.993 -0.587 0.39
S -5.822 0.404 -5.467 0.19
N -5.162 1.690 -4.766 -0.66
C -4.387 1.230 -3.801 0.70
C -3.606 2.029 -2.877 0.58
C -3.621 3.424 -2.874 -0.68
C -2.881 4.084 -1.924 -1.39
C -2.128 3.334 -1.024 -0.32
N -2.089 2.009 -1.028 0.86
C -2.834 1.365 -1.924 -0.75
C -2.860 -0.082 -1.795 -0.73
N -2.180 -0.643 -0.764 0.41
C -2.284 -1.965 -0.586 -0.26
C -3.017 -2.791 -1.425 -1.23
C -3.692 -2.237 -2.480 -0.60
C -3.633 -0.856 -2.662 0.52
C -4.392 -0.182 -3.698 0.74
N -5.170 -0.771 -4.587 -0.66
H -4.222 3.947 -3.608 0.58
H -2.865 5.165 -1.865 0.54
H -1.556 3.838 -0.257 0.55
H -1.792 -2.379 0.274 0.30
H -3.043 -3.854 -1.227 0.58
H -4.286 -2.830 -3.164 0.58
N -1.544 -2.423 2.265 -0.70
N -1.746 -1.014 2.447 -0.38
H -1.824 -2.933 3.095 0.36
H -0.546 -2.557 2.135 -0.02
H -1.312 -0.697 3.308 0.29
H -2.748 -0.894 2.539 0.44
O 1.171 4.268 0.288 -0.62
N 0.788 3.298 -0.298 1.13
O 1.075 2.929 -1.402 -0.59
O -0.034 2.461 0.466 -0.53
O 0.244 -1.604 -0.509 -0.70
C 0.939 -0.950 -1.322 0.73
O 0.806 0.359 -1.210 -1.15
C 1.843 -1.518 -2.283 0.28
C 2.489 -0.680 -3.194 -0.56
C 3.403 -1.189 -4.110 -1.18
C 3.640 -2.544 -4.055 0.98
O 4.485 -3.259 -4.809 -0.47
C 4.389 -4.629 -4.373 -0.26
O 3.433 -4.656 -3.307 -0.49
C 2.995 -3.382 -3.143 0.74
C 2.086 -2.909 -2.251 -1.14
H 2.265 0.380 -3.185 0.64
H 3.910 -0.559 -4.829 0.46
H 5.358 -4.964 -4.013 0.27
H 4.048 -5.250 -5.196 0.27
H 1.579 -3.554 -1.546 0.57
C 1.661 -2.672 4.576 -1.56
C 2.473 -2.028 3.440 1.50
C 3.193 -3.107 2.615 -1.61
C 3.490 -1.028 4.019 -1.51
C 1.555 -1.288 2.560 0.32
C 0.786 -0.665 1.849 0.86
H 2.338 -3.186 5.261 0.43
H 0.953 -3.406 4.184 0.34
H 1.113 -1.915 5.143 0.33
H 3.919 -3.625 3.246 0.44
H 3.724 -2.662 1.772 0.35
H 2.483 -3.841 2.229 0.34
H 4.154 -1.543 4.716 0.50
H 2.983 -0.225 4.557 0.29
H 4.098 -0.588 3.225 0.27
```


No. 5
Below is a cluster of 2 separate species, C4H5FS in total, with properties calculated with the ωB97M-V functional and the def2-TZVPD basis.

Properties
- Total charge: 0
- Orbital gap (spin up / spin down): 8.87 / 6.64 eV
- E_HOMO (spin up / spin down): -9.10 / -8.59 eV
- LUMO level (spin up / spin down): -0.23 / -1.95 eV

```
11
Properties=species:S:1:pos:R:3:mulliken_charge:R:1
C 0.547 1.587 1.281 -0.51
C -0.748 -1.925 -2.290 -0.47
C -0.037 0.648 2.023 -0.18
C -0.099 -1.064 -1.581 0.15
F 1.124 -0.605 -1.554 -0.18
S -1.301 -0.378 1.481 -0.13
H 1.341 2.200 1.667 0.26
H 0.242 1.760 0.261 0.26
H -1.783 -2.137 -2.093 0.23
H -0.294 -2.467 -3.119 0.26
H 0.265 0.463 3.047 0.31
```


No. 6
Below is an isolated molecule of C3H5N3, with properties calculated with the ωB97M-V functional and the def2-TZVPD basis.

Properties
- Total charge: 0
- Orbital gap: 10.91 eV
- SMILES: Cc1cn[nH]n1
- E_HOMO: -9.74 eV
- LUMO level: 1.18 eV

```
11
Properties=species:S:1:pos:R:3:mulliken_charge:R:1
C -1.671 -0.365 -0.001 -0.97
C -0.193 -0.053 0.008 0.55
C 0.566 1.164 0.002 -0.24
N 1.852 0.852 0.063 -0.55
N 1.860 -0.456 0.063 0.33
N 0.684 -1.058 0.028 -0.58
H -2.193 0.106 0.839 0.26
H -2.145 -0.015 -0.924 0.26
H -1.838 -1.449 0.069 0.30
H 0.365 2.197 -0.223 0.38
H 2.743 -0.934 0.074 0.24
```


No. 7
Below is a cluster of 2 separate species, C3H10NO2P in total, with properties calculated with the ωB97M-V functional and the def2-TZVPD basis.

Properties
- Expectation value of S²: 2.0067
- Total charge: 0
- Orbital gap (spin up / spin down): 7.20 / 10.13 eV
- E_HOMO (spin up / spin down): -6.30 / -10.24 eV
- Multiplicity: 3
- LUMO level (spin up / spin down): 0.90 / -0.10 eV

```
17
Properties=species:S:1:pos:R:3:lowdin_spin:R:1
C -1.197 -1.489 0.829 0.13
C -0.030 -0.943 1.497 0.72
C 0.692 1.224 0.057 0.53
N -0.308 2.081 0.323 0.31
O -0.664 0.491 -2.255 0.01
O 1.395 -0.902 -1.738 0.00
P 0.729 0.531 -1.682 0.10
H -2.059 -0.907 1.071 0.00
H -1.332 -2.455 1.136 0.03
H -1.176 -1.502 -0.297 0.03
H 1.009 -1.467 1.460 0.03
H 0.007 -0.215 2.181 0.05
H 1.606 1.313 0.613 0.03
H -0.178 2.571 1.170 0.01
H -1.076 2.216 -0.306 0.01
H 1.801 1.057 -2.439 0.02
H 0.781 -1.604 -1.621 0.00
```